C8H8N4O6PdS3 as an isolated structure, computed with wB97M-V/def2-TZVPD.

Structure (XYZ):
```
30
Properties=species:S:1:pos:R:3:lowdin_charge:R:1
Pd 1.65832 -2.33753 -0.57845 1.0024
O 3.33638 0.74601 -2.12919 -0.2418
S 2.26458 -0.16664 -1.93922 0.3584
O 1.91460 -0.33806 -0.42565 -0.4457
O 2.67142 -1.63484 -2.21406 -0.3986
O 1.02349 0.14427 -2.63321 -0.3251
N -1.56759 -1.12585 1.28861 0.1678
C -1.03617 -1.06896 0.07564 -0.7010
S -0.58375 -2.61677 -0.66884 0.8400
N -0.91887 0.04775 -0.59241 0.0940
C -1.20747 1.32639 -0.00489 -0.2331
C -0.15762 2.17124 0.32257 0.0113
C -0.44549 3.40871 0.87892 -0.0542
C -1.76125 3.78624 1.10917 -0.0732
C -2.80170 2.93055 0.77617 -0.0706
C -2.52802 1.69427 0.21024 -0.0321
H -1.46963 -1.98583 1.80280 0.1074
H -1.83367 -0.28008 1.77286 0.1216
H -0.35299 0.03968 -1.46876 0.1038
H 0.86135 1.85579 0.14293 0.1127
H 0.36497 4.07810 1.13322 0.1126
H -1.97669 4.75328 1.54333 0.1078
H -3.82784 3.22938 0.94257 0.1082
H -3.32828 1.02597 -0.08307 0.1228
S 3.61010 -1.70082 2.76582 0.7419
C 2.34596 -2.16168 1.95988 -0.9441
N 1.35260 -2.54399 1.38928 -0.1025
O 1.88339 -4.32578 -0.78003 -0.2483
N 1.53380 -4.83817 -1.91619 -0.1700
O 0.97611 -4.11266 -2.68005 -0.0725
```

Summary:
LUMO = -0.133 hartree
multiplicity = 1
E_tot = -62652.1326 eV
energy above the lowest of the compared OMol25 structures with the same formula, charge and spin = 42.2 kJ/mol
total charge = 0
gap between HOMO and LUMO = 5.999 eV
largest force on an atom = 0.959 eV Å⁻¹